DFT (ωB97M-V/def2-TZVPD) results for a cluster of 15 separate species, C80H190N10O5 in total.

## Properties
Gap between HOMO and LUMO   8.65 eV
Max |F|   1.9 eV/A
HOMO   -8.13 eV
Multiplicity   1

Each atom is followed by the atoms it is bonded to, with distances in Å.
Atoms and positions in Å:
1 C 4.4146 6.9270 1.8109  C2 1.532, H8 1.087, H9 1.093, H10 1.092
2 C 4.9948 6.5588 0.4412  C1 1.532, N3 1.476, H11 1.091, H12 1.092
3 N 5.8107 5.3288 0.4364  C2 1.476, C4 1.459, C6 1.440
4 C 7.0871 5.5290 1.1148  N3 1.459, C5 1.520, H13 1.091, H14 1.101
5 C 8.1671 4.5853 0.6115  C4 1.520, H15 1.090, H16 1.092, H17 1.090
6 C 5.1049 4.1817 0.9456  N3 1.440, C7 1.528, H18 1.105, H19 1.095
7 C 3.8220 3.8578 0.1820  C6 1.528, H20 1.092, H21 1.090, H22 1.093
8 H 3.7266 6.1743 2.1875  C1 1.087
9 H 3.9406 7.9083 1.7310  C1 1.093
10 H 5.2371 7.0977 2.5091  C1 1.092
11 H 4.2081 6.5612 -0.3149  C2 1.091
12 H 5.6803 7.3563 0.1491  C2 1.092
13 H 7.4184 6.5583 0.9660  C4 1.091
14 H 6.9827 5.4155 2.2052  C4 1.101
15 H 8.1837 4.5643 -0.4787  C5 1.090
16 H 9.1486 4.9427 0.9304  C5 1.092
17 H 8.0463 3.5682 0.9848  C5 1.090
18 H 4.8996 4.2612 2.0281  C6 1.105
19 H 5.7154 3.2749 0.8826  C6 1.095
20 H 4.1196 3.7712 -0.8646  C7 1.092
21 H 3.0009 4.5569 0.3399  C7 1.090
22 H 3.4749 2.8823 0.5315  C7 1.093
23 C -4.5508 -5.6259 1.0811  C24 1.534, H30 1.093, H31 1.091, H32 1.093
24 C -4.4325 -5.6091 -0.4485  C23 1.534, N25 1.455, H33 1.090, H34 1.101
25 N -3.0664 -5.7567 -0.9286  C24 1.455, C26 1.478, C28 1.465
26 C -3.0922 -5.8749 -2.4019  N25 1.478, C27 1.521, H35 1.098, H36 1.093
27 C -3.6517 -7.2094 -2.8717  C26 1.521, H37 1.090, H38 1.091, H39 1.090
28 C -2.3207 -4.5396 -0.6000  N25 1.465, C29 1.525, H40 1.088, H41 1.104
29 C -0.8373 -4.6035 -0.9476  C28 1.525, H42 1.094, H43 1.093, H44 1.088
30 H -4.1839 -6.5735 1.4841  C23 1.093
31 H -5.5813 -5.4200 1.3733  C23 1.091
32 H -3.9388 -4.9090 1.6354  C23 1.093
33 H -5.0342 -6.4656 -0.7529  C24 1.090
34 H -4.9469 -4.7191 -0.8429  C24 1.101
35 H -3.5408 -5.0137 -2.9151  C26 1.098
36 H -2.0442 -5.7994 -2.7023  C26 1.093
37 H -4.6981 -7.3527 -2.6035  C27 1.090
38 H -3.5419 -7.2790 -3.9551  C27 1.091
39 H -3.1026 -8.0445 -2.4356  C27 1.090
40 H -2.3679 -4.3301 0.4666  C28 1.088
41 H -2.7269 -3.6807 -1.1613  C28 1.104
42 H -0.5981 -4.5356 -2.0129  C29 1.094
43 H -0.5128 -5.6177 -0.6994  C29 1.093
44 H -0.1709 -3.9078 -0.4412  C29 1.088
45 C -1.2364 3.6178 8.2338  C46 1.533, H52 1.090, H53 1.090, H54 1.091
46 C -1.1698 3.5503 6.7041  C45 1.533, N47 1.453, H55 1.093, H56 1.099
47 N -0.7407 2.2456 6.2294  C46 1.453, C48 1.454, C50 1.465
48 C 0.4982 1.7538 6.8095  N47 1.454, C49 1.539, H57 1.091, H58 1.093
49 C 1.7328 2.6685 6.7197  C48 1.539, H59 1.088, H60 1.091, H61 1.095
50 C -0.7318 2.1636 4.7664  N47 1.465, C51 1.520, H62 1.104, H63 1.094
51 C -0.9442 0.7410 4.2747  C50 1.520, H64 1.093, H65 1.090, H66 1.094
52 H -0.2897 3.3558 8.7059  C45 1.090
53 H -2.0010 2.9461 8.6236  C45 1.090
54 H -1.4934 4.6347 8.5339  C45 1.091
55 H -2.2030 3.7310 6.3981  C46 1.093
56 H -0.5465 4.3619 6.3034  C46 1.099
57 H 0.2930 1.4247 7.8293  C48 1.091
58 H 0.8064 0.8290 6.3159  C48 1.093
59 H 2.6934 2.2412 6.9988  C49 1.088
60 H 1.7821 3.0164 5.6868  C49 1.091
61 H 1.6563 3.5710 7.3345  C49 1.095
62 H 0.1764 2.6171 4.3333  C50 1.104
63 H -1.4653 2.8701 4.3657  C50 1.094
64 H -1.1012 0.7106 3.1936  C51 1.093
65 H -1.7786 0.2636 4.7894  C51 1.090
66 H -0.0851 0.0883 4.4549  C51 1.094
67 C -6.9803 -0.6653 3.3861  C68 1.526, H74 1.091, H75 1.091, H76 1.090
68 C -6.2247 -1.9403 3.7517  C67 1.526, N69 1.466, H77 1.087, H78 1.101
69 N -4.7848 -1.8169 3.5029  C68 1.466, C70 1.459, C72 1.461
70 C -4.0212 -2.8255 4.2307  N69 1.459, C71 1.541, H79 1.090, H80 1.104
71 C -4.1340 -2.6935 5.7616  C70 1.541, H81 1.086, H82 1.091, H83 1.089
72 C -4.5297 -1.8705 2.0650  N69 1.461, C73 1.527, H84 1.104, H85 1.094
73 C -3.0643 -1.6848 1.6791  C72 1.527, H86 1.089, H87 1.093, H88 1.087
74 H -6.4481 0.1912 3.8036  C67 1.091
75 H -7.9752 -0.6717 3.8342  C67 1.091
76 H -7.1013 -0.5167 2.3129  C67 1.090
77 H -6.3845 -2.1142 4.8126  C68 1.087
78 H -6.6099 -2.7683 3.1370  C68 1.101
79 H -2.9694 -2.8055 3.9455  C70 1.090
80 H -4.3303 -3.8402 3.9244  C70 1.104
81 H -3.9959 -1.6704 6.0991  C71 1.086
82 H -3.3623 -3.3245 6.2054  C71 1.091
83 H -5.0874 -3.1374 6.0429  C71 1.089
84 H -4.9568 -2.7966 1.6417  C72 1.104
85 H -5.1258 -1.0985 1.5695  C72 1.094
86 H -2.4727 -2.5539 1.9632  C73 1.089
87 H -3.1192 -1.6284 0.5890  C73 1.093
88 H -2.6133 -0.7809 2.0806  C73 1.087
89 C -6.0981 3.4753 -5.2204  C90 1.534, H96 1.090, H97 1.093, H98 1.087
90 C -4.6796 3.5866 -5.7935  C89 1.534, N91 1.457, H99 1.100, H100 1.096
91 N -3.7649 4.3439 -4.9499  C90 1.457, C92 1.457, C94 1.477
92 C -2.4732 4.4495 -5.6150  N91 1.457, C93 1.519, H101 1.100, H102 1.092
93 C -1.4093 5.1007 -4.7480  C92 1.519, H103 1.093, H104 1.097, H105 1.090
94 C -3.6876 3.8797 -3.5497  N91 1.477, C95 1.523, H106 1.087, H107 1.091
95 C -3.1444 2.4643 -3.4077  C94 1.523, H108 1.093, H109 1.095, H110 1.092
96 H -6.7828 2.9235 -5.8652  C89 1.090
97 H -6.5032 4.4904 -5.2232  C89 1.093
98 H -6.1447 3.0563 -4.2182  C89 1.087
99 H -4.2961 2.6164 -6.1415  C90 1.100
100 H -4.7611 4.2123 -6.6892  C90 1.096
101 H -2.0774 3.4584 -5.8819  C92 1.100
102 H -2.5698 5.0504 -6.5212  C92 1.092
103 H -0.5915 5.5784 -5.2927  C93 1.093
104 H -1.8304 5.9764 -4.2389  C93 1.097
105 H -1.0107 4.4043 -4.0095  C93 1.090
106 H -4.6763 3.9549 -3.1037  C94 1.087
107 H -3.0511 4.5871 -3.0169  C94 1.091
108 H -2.1452 2.3158 -3.8258  C95 1.093
109 H -3.8172 1.7945 -3.9533  C95 1.095
110 H -3.0855 2.1059 -2.3774  C95 1.092
111 C -4.0295 1.8512 2.4312  C112 1.519, H118 1.091, H119 1.088, H120 1.093
112 C -3.6896 1.7228 0.9559  C111 1.519, N113 1.466, H121 1.093, H122 1.091
113 N -4.3508 2.6793 0.0630  C112 1.466, C114 1.459, C116 1.463
114 C -4.0987 4.0821 0.3745  N113 1.459, C115 1.525, H123 1.090, H124 1.102
115 C -2.5932 4.3196 0.4402  C114 1.525, H125 1.091, H126 1.092, H127 1.090
116 C -5.7827 2.4281 -0.0973  N113 1.463, C117 1.538, H128 1.090, H129 1.100
117 C -6.0881 1.1684 -0.9242  C116 1.538, H130 1.092, H131 1.091, H132 1.090
118 H -3.4756 1.0968 2.9912  C111 1.091
119 H -5.0914 1.7255 2.6302  C111 1.088
120 H -3.7027 2.8354 2.7755  C111 1.093
121 H -2.6222 1.8494 0.7603  C112 1.093
122 H -3.9950 0.7473 0.5737  C112 1.091
123 H -4.5915 4.6716 -0.3988  C114 1.090
124 H -4.5172 4.4093 1.3400  C114 1.102
125 H -2.1519 3.9613 1.3711  C115 1.091
126 H -2.0706 3.8476 -0.3944  C115 1.092
127 H -2.3840 5.3888 0.3945  C115 1.090
128 H -6.2456 3.2994 -0.5617  C116 1.090
129 H -6.3097 2.2982 0.8597  C116 1.100
130 H -5.5798 1.1673 -1.8906  C117 1.092
131 H -7.1603 1.1399 -1.1264  C117 1.091
132 H -5.7945 0.2637 -0.3922  C117 1.090
133 C 2.8140 1.7696 3.4112  C134 1.530, H140 1.089, H141 1.092, H142 1.094
134 C 4.0824 0.9178 3.3319  C133 1.530, N135 1.468, H143 1.096, H144 1.091
135 N 4.7154 0.6262 4.6242  C134 1.468, C136 1.467, C138 1.450
136 C 5.3162 1.8100 5.2487  N135 1.467, C137 1.522, H145 1.100, H146 1.087
137 C 6.3046 2.5134 4.3303  C136 1.522, H147 1.092, H148 1.091, H149 1.090
138 C 3.8108 -0.1231 5.4752  N135 1.450, C139 1.534, H150 1.094, H151 1.097
139 C 4.5057 -0.6809 6.7235  C138 1.534, H152 1.088, H153 1.092, H154 1.092
140 H 2.1130 1.4490 4.1803  C133 1.089
141 H 2.2373 1.7741 2.4834  C133 1.092
142 H 3.0471 2.8206 3.6063  C133 1.094
143 H 3.8579 -0.0764 2.9296  C134 1.096
144 H 4.7827 1.3380 2.6088  C134 1.091
145 H 4.5519 2.5675 5.4765  C136 1.100
146 H 5.8126 1.4935 6.1625  C136 1.087
147 H 6.9250 3.2008 4.9084  C137 1.092
148 H 6.9548 1.7936 3.8308  C137 1.091
149 H 5.7756 3.1420 3.6140  C137 1.090
150 H 3.4203 -0.9577 4.8846  C138 1.094
151 H 2.9206 0.3829 5.8690  C138 1.097
152 H 4.8209 0.1166 7.3932  C139 1.088
153 H 5.3727 -1.2992 6.4812  C139 1.092
154 H 3.8220 -1.3562 7.2422  C139 1.092
155 C 1.3435 -5.9344 1.3411  C156 1.530, H162 1.090, H163 1.089, H164 1.093
156 C 0.2527 -6.9999 1.4629  C155 1.530, N157 1.459, H165 1.101, H166 1.088
157 N 0.2452 -7.6324 2.7774  C156 1.459, C158 1.456, C160 1.455
158 C -0.1777 -6.6977 3.8108  N157 1.456, C159 1.534, H167 1.094, H168 1.096
159 C -1.6124 -6.1550 3.7842  C158 1.534, H169 1.091, H170 1.094, H171 1.089
160 C -0.4940 -8.8855 2.8188  N157 1.455, C161 1.524, H172 1.094, H173 1.102
161 C 0.2825 -9.9922 2.1152  C160 1.524, H174 1.089, H175 1.087, H176 1.095
162 H 1.2067 -5.0857 2.0113  C155 1.090
163 H 1.4302 -5.5978 0.3088  C155 1.089
164 H 2.3393 -6.3109 1.5898  C155 1.093
165 H -0.7240 -6.5192 1.2953  C156 1.101
166 H 0.3406 -7.7115 0.6449  C156 1.088
167 H 0.4939 -5.8375 3.8869  C158 1.094
168 H 0.0319 -7.1576 4.7836  C158 1.096
169 H -2.3551 -6.9513 3.8516  C159 1.091
170 H -1.8209 -5.6501 2.8366  C159 1.094
171 H -1.7065 -5.4197 4.5823  C159 1.089
172 H -0.6291 -9.1678 3.8676  C160 1.094
173 H -1.5184 -8.7888 2.4246  C160 1.102
174 H 0.3841 -9.7469 1.0594  C161 1.089
175 H 1.2404 -10.2105 2.5799  C161 1.087
176 H -0.2829 -10.9300 2.1242  C161 1.095
177 C 0.6243 2.2587 -0.4589  C178 1.534, H184 1.091, H185 1.095, H186 1.092
178 C 1.1709 0.9685 -1.0838  C177 1.534, N179 1.445, H187 1.095, H188 1.093
179 N 0.7444 -0.2504 -0.4364  C178 1.445, C180 1.449, C182 1.449
180 C -0.6880 -0.4168 -0.2976  N179 1.449, C181 1.530, H189 1.087, H190 1.098
181 C -1.4252 -0.3674 -1.6372  C180 1.530, H191 1.091, H192 1.095, H193 1.093
182 C 1.4471 -0.5140 0.8027  N179 1.449, C183 1.524, H194 1.106, H195 1.094
183 C 1.2997 -1.9385 1.3239  C182 1.524, H196 1.091, H197 1.094, H198 1.092
184 H 1.1766 3.1263 -0.8214  C177 1.091
185 H 0.7514 2.2649 0.6290  C177 1.095
186 H -0.4500 2.3478 -0.6353  C177 1.092
187 H 0.8853 0.9772 -2.1409  C178 1.095
188 H 2.2625 1.0020 -1.0288  C178 1.093
189 H -0.9197 -1.3879 0.1318  C180 1.087
190 H -1.1172 0.3334 0.3798  C180 1.098
191 H -2.4876 -0.5961 -1.5388  C181 1.091
192 H -1.3393 0.6315 -2.0780  C181 1.095
193 H -1.0249 -1.0203 -2.4174  C181 1.093
194 H 1.1236 0.1033 1.6610  C182 1.106
195 H 2.5084 -0.2545 0.7434  C182 1.094
196 H 1.5756 -2.7156 0.6092  C183 1.091
197 H 0.2837 -2.2126 1.6221  C183 1.094
198 H 1.8743 -1.9866 2.2511  C183 1.092
199 C 4.0609 2.0620 -5.7351  C200 1.536, H206 1.090, H207 1.089, H208 1.092
200 C 2.6102 1.6346 -5.4658  C199 1.536, N201 1.470, H209 1.094, H210 1.089
201 N 1.5533 2.6103 -5.7702  C200 1.470, C202 1.471, C204 1.457
202 C 1.4877 2.8425 -7.2212  N201 1.471, C203 1.519, H211 1.096, H212 1.094
203 C 0.3218 3.7008 -7.6816  C202 1.519, H213 1.089, H214 1.090, H215 1.093
204 C 1.7571 3.8831 -5.0910  N201 1.457, C205 1.514, H216 1.094, H217 1.101
205 C 1.8063 3.7353 -3.5851  C204 1.514, H218 1.091, H219 1.095, H220 1.094
206 H 4.1703 2.4680 -6.7403  C199 1.090
207 H 4.6947 1.1863 -5.6060  C199 1.089
208 H 4.3649 2.8777 -5.0755  C199 1.092
209 H 2.4594 0.7441 -6.0829  C200 1.094
210 H 2.4653 1.3135 -4.4350  C200 1.089
211 H 2.4334 3.2315 -7.6141  C202 1.096
212 H 1.3074 1.8735 -7.6953  C202 1.094
213 H 0.0868 3.4408 -8.7125  C203 1.089
214 H -0.5393 3.5356 -7.0347  C203 1.090
215 H 0.5763 4.7634 -7.6687  C203 1.093
216 H 0.9126 4.5497 -5.2877  C204 1.094
217 H 2.6452 4.4240 -5.4540  C204 1.101
218 H 1.9360 4.6873 -3.0680  C205 1.091
219 H 2.6174 3.0959 -3.2208  C205 1.095
220 H 0.9138 3.2192 -3.2201  C205 1.094
221 C 4.6775 -2.8761 2.5410  C222 1.524, C225 1.556, H226 1.087, H227 1.090
222 C 4.8878 -4.2452 1.9056  C221 1.524, C223 1.514, H228 1.093, H229 1.091
223 C 6.3958 -4.3774 1.8674  C222 1.514, O224 1.423, H230 1.096, H231 1.089
224 O 6.8576 -3.7305 3.0474  C223 1.423, C225 1.430
225 C 5.8826 -2.7983 3.5228  C221 1.556, O224 1.430, H232 1.090, H233 1.092
226 H 3.7688 -2.8261 3.1361  C221 1.087
227 H 4.7572 -2.0892 1.7914  C221 1.090
228 H 4.4772 -4.3303 0.8966  C222 1.093
229 H 4.4525 -5.0399 2.5132  C222 1.091
230 H 6.8090 -3.8652 0.9910  C223 1.096
231 H 6.7078 -5.4212 1.8598  C223 1.089
232 H 6.3628 -1.8199 3.5231  C225 1.090
233 H 5.5358 -3.0462 4.5277  C225 1.092
234 C 1.4604 -3.6217 -6.6696  C235 1.523, C238 1.530, H239 1.091, H240 1.093
235 C 0.4276 -2.6170 -6.1764  C234 1.523, C236 1.537, H241 1.089, H242 1.092
236 C -0.3197 -3.4249 -5.1030  C235 1.537, O237 1.409, H243 1.092, H244 1.097
237 O 0.5257 -4.4895 -4.7324  C236 1.409, C238 1.430
238 C 1.7953 -4.3735 -5.3796  C234 1.530, O237 1.430, H245 1.089, H246 1.098
239 H 2.3431 -3.2119 -7.1629  C234 1.091
240 H 1.0283 -4.3235 -7.3874  C234 1.093
241 H -0.2594 -2.2645 -6.9451  C235 1.089
242 H 0.9111 -1.7510 -5.7200  C235 1.092
243 H -1.2619 -3.8060 -5.5020  C236 1.092
244 H -0.5539 -2.6704 -4.3414  C236 1.097
245 H 2.2630 -5.3497 -5.4967  C238 1.089
246 H 2.5166 -3.7935 -4.7890  C238 1.098
247 C 3.4904 -1.0884 -3.0974  C248 1.543, C251 1.529, H252 1.092, H253 1.090
248 C 4.8986 -1.5719 -3.5028  C247 1.543, C249 1.537, H254 1.091, H255 1.089
249 C 5.0683 -2.9079 -2.7612  C248 1.537, O250 1.430, H256 1.096, H257 1.089
250 O 3.7500 -3.3224 -2.3933  C249 1.430, C251 1.408
251 C 3.0151 -2.1549 -2.1096  C247 1.529, O250 1.408, H258 1.098, H259 1.089
252 H 2.8947 -1.0205 -4.0096  C247 1.092
253 H 3.4920 -0.0812 -2.6797  C247 1.090
254 H 5.6759 -0.8661 -3.2067  C248 1.091
255 H 4.9514 -1.7041 -4.5822  C248 1.089
256 H 5.6267 -2.8520 -1.8203  C249 1.096
257 H 5.5384 -3.6438 -3.4124  C249 1.089
258 H 3.2323 -1.8394 -1.0810  C251 1.098
259 H 1.9440 -2.2980 -2.2457  C251 1.089
260 C 0.6911 6.8317 -2.2135  C261 1.541, C264 1.509, H265 1.092, H266 1.091
261 C 2.1261 7.0426 -1.6932  C260 1.541, C262 1.516, H267 1.090, H268 1.091
262 C 1.8471 7.1235 -0.2052  C261 1.516, O263 1.429, H269 1.095, H270 1.092
263 O 0.7742 6.2088 0.0283  C262 1.429, C264 1.447
264 C 0.0957 5.8793 -1.2060  C260 1.509, O263 1.447, H271 1.085, H272 1.091
265 H 0.6591 6.3948 -3.2141  C260 1.092
266 H 0.1653 7.7860 -2.2769  C260 1.091
267 H 2.5485 7.9599 -2.1021  C261 1.090
268 H 2.7443 6.1797 -1.9431  C261 1.091
269 H 1.5654 8.1397 0.0905  C262 1.095
270 H 2.7010 6.8313 0.4087  C262 1.092
271 H -0.9512 6.1017 -1.0297  C264 1.085
272 H 0.3641 4.8645 -1.5048  C264 1.091
273 C -5.1614 -2.5207 -3.0148  C274 1.525, C277 1.529, H278 1.086, H279 1.095
274 C -6.1993 -3.3440 -3.7697  C273 1.525, C275 1.544, H280 1.092, H281 1.090
275 C -5.3139 -4.2011 -4.7002  C274 1.544, O276 1.401, H282 1.092, H283 1.092
276 O -4.1459 -3.4435 -4.8608  C275 1.401, C277 1.441
277 C -4.0837 -2.2449 -4.0641  C273 1.529, O276 1.441, H284 1.094, H285 1.092
278 H -4.7652 -3.0373 -2.1452  C273 1.086
279 H -5.7144 -1.6290 -2.7028  C273 1.095
280 H -6.8296 -2.7064 -4.3933  C274 1.092
281 H -6.8708 -3.9187 -3.1325  C274 1.090
282 H -5.8530 -4.3549 -5.6371  C275 1.092
283 H -5.1619 -5.1740 -4.2271  C275 1.092
284 H -4.2156 -1.3360 -4.6589  C277 1.094
285 H -3.0727 -2.1528 -3.6605  C277 1.092